{
  "formula": "C12H32F32N5O8P5S2",
  "method": "wB97M-V/def2-TZVPD",
  "charge": -2,
  "e_above_lowest_kj_mol": 0.00,
  "orbital_gap_ev": 8.082,
  "lumo_energy_ha": 0.09371,
  "symbols": ["C", "C", "O", "N", "H", "H", "C", "H", "H", "H", "H", "H", "H", "C", "C", "O", "N", "H", "H", "C", "H", "H", "H", "H", "H", "H", "C", "C", "O", "N", "H", "H", "C", "H", "H", "H", "H", "H", "H", "C", "C", "O", "N", "H", "H", "C", "H", "H", "H", "H", "H", "H", "P", "F", "F", "F", "F", "F", "F", "P", "F", "F", "F", "F", "F", "F", "P", "F", "F", "F", "F", "F", "F", "P", "F", "F", "F", "F", "F", "F", "P", "F", "F", "F", "F", "F", "F", "N", "S", "O", "O", "F", "S", "O", "O", "F"],
  "positions_angstrom": [[1.7354, -3.2427, -2.4243], [2.2895, -1.9743, -3.0898], [1.6453, -1.0100, -3.3114], [3.7745, -1.9748, -3.4902], [4.1479, -2.9173, -3.5379], [3.8296, -1.5495, -4.4135], [4.5043, -1.0351, -2.4747], [1.8620, -3.1417, -1.3427], [2.3739, -4.0484, -2.7887], [0.6782, -3.3489, -2.6469], [4.5668, -1.4554, -1.4714], [3.9060, -0.1275, -2.4297], [5.4625, -0.8441, -2.9482], [0.3502, -0.3020, -0.1553], [1.4879, 0.6450, -0.3182], [2.4962, 0.4871, 0.2876], [1.1476, 1.8428, -1.1519], [1.8646, 1.9483, -1.8756], [0.2964, 1.6814, -1.7094], [0.8852, 3.1381, -0.3970], [0.3468, -0.8378, 0.7916], [0.4628, -1.0753, -0.9190], [-0.6665, 0.0870, -0.1343], [1.7268, 3.3287, 0.2588], [-0.0590, 3.0649, 0.1360], [0.7099, 3.8288, -1.2182], [-6.1565, -2.4467, -2.5163], [-5.4304, -2.0050, -1.2647], [-5.7929, -2.3055, -0.1825], [-4.1404, -1.1989, -1.4836], [-3.3182, -1.8105, -1.5544], [-4.0932, -0.8522, -2.4480], [-4.0703, -0.0310, -0.4926], [-7.2319, -2.5559, -2.4259], [-5.6988, -3.3906, -2.8200], [-5.9331, -1.7410, -3.3190], [-4.8833, 0.6513, -0.7289], [-3.1474, 0.4923, -0.7384], [-4.1124, -0.4335, 0.5134], [-3.4809, -1.4208, 6.1993], [-3.0441, -1.7320, 4.8035], [-3.5827, -1.3128, 3.8323], [-1.8389, -2.6041, 4.5817], [-1.4521, -2.9016, 5.4743], [-2.2120, -3.4708, 4.1823], [-0.9193, -1.9621, 3.5655], [-3.3560, -2.2816, 6.8612], [-4.5564, -1.2672, 6.1633], [-2.9084, -0.5700, 6.5677], [-0.1143, -2.6626, 3.3545], [-0.5125, -1.0624, 4.0253], [-1.3639, -1.6704, 2.6184], [0.9912, 6.8077, 0.4481], [1.9260, 7.5079, 1.5790], [1.2315, 8.0226, -0.6255], [2.3372, 6.1659, -0.2154], [0.0446, 6.0920, -0.6563], [0.8420, 5.4823, 1.3735], [-0.2778, 7.6273, 1.0613], [-1.6135, -3.5900, 0.0959], [-1.4362, -3.9677, 1.6740], [-1.7812, -2.0246, 0.4934], [-0.0073, -3.4140, 0.1200], [-1.8636, -3.0443, -1.4695], [-1.4027, -5.1010, -0.4136], [-3.2307, -3.7971, 0.3084], [-1.9425, 1.1971, -3.0719], [-0.6135, 2.0706, -3.3454], [-1.9705, 1.5817, -1.4858], [-2.8077, 2.5118, -3.4727], [-3.3891, 0.3980, -2.8672], [-1.8975, 0.7047, -4.6044], [-1.1668, -0.1396, -2.5918], [-1.4536, 1.6253, 3.0795], [-2.6127, 1.6884, 4.2408], [-0.6533, 0.5746, 4.0453], [-2.3199, 0.4073, 2.3826], [-0.2939, 1.5083, 1.9810], [-2.2918, 2.6637, 2.1393], [-0.6501, 2.8365, 3.7835], [4.4344, 3.1770, -2.8445], [2.8186, 3.3521, -2.9644], [4.3460, 2.3552, -1.4429], [4.3085, 1.7551, -3.6298], [6.0416, 3.0176, -2.7603], [4.5306, 4.0300, -4.2210], [4.5543, 4.5355, -1.9988], [5.0500, -2.0288, 2.1901], [5.0958, -0.5414, 1.7177], [4.4495, 0.4929, 2.4761], [5.2026, -0.3618, 0.2908], [6.6246, -0.3997, 2.2093], [3.4270, -2.2837, 1.7662], [3.0400, -2.4883, 0.3858], [2.3862, -1.7977, 2.6227], [3.5188, -3.8308, 2.2230]],
  "atomic_forces_ev_per_a": [[1.6, 0.9, -0.6], [-1.8, -1.0, 0.7], [0.8, 0.3, -0.3], [-0.6, 0.8, 1.0], [0.2, 0.0, 0.2], [0.0, 0.2, 0.0], [0.0, -0.1, -0.6], [0.1, 0.0, 0.0], [-0.4, -0.5, 0.2], [0.1, 0.0, -0.2], [0.0, -0.4, -0.2], [0.2, 0.0, -0.2], [0.1, 0.2, 0.4], [-0.8, -0.9, 0.2], [-1.5, -0.7, 2.0], [0.4, 1.1, -1.1], [0.0, -0.5, -0.4], [0.5, 0.7, 0.2], [0.3, -0.3, 0.4], [-0.1, -0.2, -0.7], [1.0, 0.2, 0.1], [-0.4, 0.1, -0.1], [0.3, 0.5, -0.7], [0.0, 0.3, -0.2], [0.2, -0.4, 0.2], [0.5, 0.5, 0.4], [1.1, 0.7, -0.7], [0.2, -0.6, -0.4], [0.2, 0.4, 0.6], [-2.1, -1.1, 0.6], [0.4, -0.3, 1.3], [-0.6, 0.3, 0.4], [0.6, -0.7, -0.5], [0.1, 0.0, 0.5], [-0.1, -0.1, 0.0], [-0.2, 0.0, -0.1], [-0.2, -0.2, 0.1], [-0.4, -0.4, 0.8], [0.1, 0.1, 0.0], [0.1, -1.0, 0.1], [-1.1, 1.1, -0.8], [0.2, -0.7, 0.5], [-1.0, -0.4, -0.7], [0.7, 0.5, -0.1], [0.0, 0.0, -0.4], [2.0, -0.2, 0.4], [0.4, 0.1, 0.1], [0.1, 0.6, -0.1], [-0.2, 0.1, 0.0], [-0.1, -0.1, 0.1], [-0.1, -0.7, -0.1], [-0.8, -0.3, 0.5], [1.4, 0.4, -1.0], [-0.2, 0.1, -0.1], [-0.3, 0.5, 0.5], [-0.3, -0.6, 0.2], [-0.3, -0.1, 0.1], [-0.5, 0.6, 0.2], [0.1, -0.8, 0.0], [0.1, 0.7, 1.1], [-0.6, -0.7, 0.2], [-0.3, -0.1, 0.2], [-0.2, 0.3, -1.3], [0.4, -1.0, 0.4], [-0.6, 0.4, 0.0], [0.7, -0.1, -0.8], [-0.2, 1.2, -1.0], [0.2, -0.7, 0.7], [0.2, 0.9, -0.7], [0.1, -0.7, 0.4], [0.7, 1.3, -1.6], [-0.3, -0.2, 0.3], [0.1, 0.1, -0.7], [-0.8, 1.7, 0.0], [0.1, 0.1, -0.2], [0.0, 0.6, 0.0], [0.9, 0.1, 0.1], [-0.2, -0.4, -0.1], [0.4, -0.4, 0.5], [-0.5, -0.3, -0.1], [0.8, 1.6, 1.1], [-0.3, -0.6, 0.6], [-0.9, -0.3, -0.3], [0.0, -0.2, -0.6], [0.1, -0.3, -0.7], [0.4, -0.7, -0.2], [-0.3, 0.0, -0.2], [-4.4, -0.5, -1.0], [3.9, 4.3, -0.2], [-0.2, -1.3, -0.4], [-0.3, -0.4, 0.5], [0.1, 0.2, -0.2], [-0.9, -4.2, 1.0], [1.1, 0.9, 0.1], [0.9, 0.6, -0.1], [0.1, 0.0, 0.2]]
}


{
  "formula": "C2H4N4O",
  "method": "wB97M-V/def2-TZVPD",
  "smiles": "NCc1nnno1",
  "e_above_lowest_kj_mol": 261.31,
  "orbital_gap_ev": 10.900,
  "lumo_energy_ha": 0.02613,
  "symbols": ["C", "C", "H", "H", "H", "H", "N", "N", "N", "N", "O"],
  "positions_angstrom": [[-0.8572, 0.5997, 0.0430], [0.5844, 0.1443, -0.0418], [-1.7814, -1.0018, -0.9664], [-1.7791, -1.0221, 0.7268], [-0.9562, 1.1164, 1.0670], [-1.0327, 1.4545, -0.6578], [-1.8326, -0.4693, -0.0834], [0.9750, -1.0773, 0.0231], [2.3632, -0.9681, 0.0006], [2.7271, 0.2036, -0.0439], [1.5896, 1.0202, -0.0672]],
  "atomic_forces_ev_per_a": [[0.0, 1.2, 0.6], [-0.8, 0.5, 0.4], [0.2, 0.4, 1.0], [0.0, -1.2, 0.7], [0.0, -0.9, -1.3], [0.1, -0.9, 0.2], [0.1, 1.4, -1.3], [0.6, 0.0, -0.2], [-0.5, -0.6, 0.1], [0.8, 0.5, 0.0], [-0.5, -0.4, -0.1]]
}


{
  "formula": "CH11N3O3",
  "method": "wB97M-V/def2-TZVPD",
  "smiles": "N=C(N)N.O.O.O",
  "e_above_lowest_kj_mol": 258.16,
  "orbital_gap_ev": 9.111,
  "lumo_energy_ha": 0.02211,
  "symbols": ["N", "C", "N", "N", "H", "H", "H", "H", "H", "H", "H", "O", "H", "H", "O", "H", "H", "O"],
  "positions_angstrom": [[-0.4925, -0.6724, -1.6832], [-1.3464, -1.3368, -0.7562], [-2.6608, -1.5152, -0.9825], [-0.7166, -1.8656, 0.3110], [-1.0304, -0.0653, -2.1773], [0.1084, -0.0854, -1.3199], [-3.0427, -2.3800, -0.4357], [-2.9330, -1.0367, -1.8863], [0.1431, -2.3576, -0.0980], [1.1162, 1.2527, 5.1718], [0.8377, 1.8765, 3.8459], [0.4365, 1.6746, 4.6856], [3.4712, 1.5248, -3.1436], [2.6167, 2.6488, -3.6068], [2.5344, 1.7796, -3.2511], [0.9813, 0.4767, 2.1646], [-0.1756, -0.4045, 1.4028], [0.1526, 0.4859, 1.7588]],
  "atomic_forces_ev_per_a": [[-4.6, -4.8, -1.0], [4.0, -1.3, 2.1], [0.3, 0.0, -0.3], [-0.8, -1.2, -2.1], [-2.0, 1.9, -2.9], [4.4, 2.9, 3.3], [0.5, 2.5, -1.9], [-0.7, -1.5, 1.8], [-1.0, 1.6, 1.1], [1.0, -0.7, 0.9], [-0.1, 0.2, -0.5], [-1.0, 0.6, -0.2], [-0.7, -0.1, 0.0], [-0.2, 1.1, -0.4], [0.9, -1.0, 0.4], [1.8, -0.9, 0.7], [1.0, 1.0, 0.7], [-2.8, -0.3, -1.7]]
}


{
  "formula": "C33H28N9O3ReS",
  "method": "wB97M-V/def2-TZVPD",
  "charge": -1,
  "s_squared": 0.76,
  "e_above_lowest_kj_mol": 204.84,
  "orbital_gap_ev": [5.150, 5.078],
  "lumo_energy_ha": [0.05233, 0.05419],
  "multiplicity": 2,
  "symbols": ["Re", "C", "C", "C", "C", "C", "C", "C", "C", "N", "C", "O", "C", "C", "C", "C", "C", "N", "C", "O", "N", "C", "C", "C", "C", "C", "C", "C", "C", "H", "H", "H", "H", "H", "H", "H", "H", "H", "H", "H", "H", "H", "H", "H", "H", "H", "H", "H", "H", "H", "N", "C", "S", "N", "N", "C", "C", "C", "C", "C", "C", "C", "O", "H", "H", "H", "H", "H", "H", "H", "N", "C", "N", "C", "N"],
  "positions_angstrom": [[-0.4871, -0.2686, 0.6455], [2.3360, 0.0852, -5.0150], [1.4090, 1.1724, -4.5570], [1.3211, 2.4009, -5.2033], [0.4303, 3.3847, -4.7939], [-0.3919, 3.1480, -3.7002], [-0.3056, 1.9363, -3.0374], [-1.0606, 1.5430, -1.8067], [0.5892, 0.9334, -3.4518], [0.6306, -0.2363, -2.6846], [-0.3020, -1.1048, -3.0119], [-1.0461, -1.1124, -4.0176], [-0.6017, -2.2263, -2.0218], [-0.8469, -3.4640, -2.6152], [-1.2643, -4.5351, -1.8607], [-1.4594, -4.3357, -0.5053], [-1.2031, -3.0938, 0.0309], [-0.7667, -2.0326, -0.6971], [-1.3578, -2.9546, 1.5300], [-1.7445, -3.9121, 2.1942], [-0.9931, -1.7455, 1.9886], [-0.8357, -1.6226, 3.4090], [-1.8277, -1.0273, 4.1862], [-3.1299, -0.5947, 3.5753], [-1.5946, -0.8419, 5.5453], [-0.4086, -1.2543, 6.1275], [0.5528, -1.8809, 5.3498], [0.3511, -2.0808, 3.9897], [1.3833, -2.7887, 3.1563], [2.9807, 0.4292, -5.8248], [1.7563, -0.7733, -5.3616], [2.9552, -0.2607, -4.1847], [1.9612, 2.5873, -6.0594], [0.3810, 4.3292, -5.3206], [-1.0818, 3.9230, -3.3769], [-2.2992, 3.2844, -1.7524], [-0.6160, 2.1713, 0.0817], [-1.4234, 0.5335, -1.9481], [-0.7250, -3.5196, -3.6865], [-1.4490, -5.4997, -2.3163], [-1.7975, -5.1061, 0.1726], [-3.5157, -1.3530, 2.8920], [-3.0060, 0.3268, 3.0036], [-3.8748, -0.4162, 4.3517], [-2.3590, -0.3655, 6.1490], [-0.2366, -1.0954, 7.1851], [1.4785, -2.2224, 5.8003], [2.2617, -3.0270, 3.7572], [1.6912, -2.1771, 2.3082], [0.9778, -3.7229, 2.7592], [-4.2457, 2.5596, -0.4242], [-3.1475, 1.8094, -0.6391], [-3.0263, 0.3115, 0.1543], [-2.2362, 2.3153, -1.4791], [-0.1760, 1.5197, -0.5710], [1.1705, 1.9906, -0.7226], [2.3141, 1.3101, -0.4203], [3.5758, 1.9311, -0.7675], [4.7637, 1.3131, -0.5745], [4.8223, 0.0068, 0.0060], [3.6693, -0.6094, 0.3794], [2.4065, 0.0169, 0.2001], [1.3685, -0.6168, 0.6590], [-4.9440, 2.1892, 0.1957], [-4.5091, 3.2868, -1.0675], [1.2693, 2.9695, -1.1772], [3.5389, 2.9139, -1.2233], [5.6808, 1.8103, -0.8677], [5.7770, -0.4810, 0.1540], [3.6703, -1.5918, 0.8359], [-1.0233, 5.2624, 3.4587], [-0.7634, 4.1426, 3.6174], [-0.4391, 2.8845, 3.8751], [-0.4727, 2.0247, 2.9199], [-0.4794, 1.1942, 2.1004]],
  "atomic_forces_ev_per_a": [[-0.6, 0.4, -0.2], [0.0, 0.0, 0.0], [0.0, 0.0, 0.0], [0.0, 0.0, 0.0], [0.0, 0.0, 0.0], [0.0, 0.0, 0.0], [0.0, 0.0, 0.0], [0.1, 0.0, 0.1], [-0.1, 0.0, 0.0], [0.0, -0.2, -0.1], [0.0, 0.2, 0.2], [0.0, 0.0, 0.1], [0.0, 0.0, -0.1], [0.0, 0.0, 0.0], [0.0, 0.0, -0.1], [0.0, 0.0, 0.0], [0.0, 0.0, 0.0], [0.0, 0.0, 0.0], [0.0, 0.1, 0.0], [0.0, 0.0, 0.0], [0.0, -0.2, 0.0], [0.0, 0.0, -0.1], [0.0, 0.0, 0.0], [0.0, 0.0, 0.0], [0.0, 0.0, 0.0], [0.0, 0.0, 0.0], [0.0, 0.0, 0.0], [0.0, 0.0, 0.0], [0.0, 0.0, 0.0], [0.0, 0.0, 0.0], [0.0, 0.0, 0.0], [0.0, 0.0, 0.0], [0.0, 0.0, 0.0], [0.0, 0.0, 0.0], [0.0, 0.0, 0.0], [0.0, 0.0, 0.0], [0.0, 0.1, 0.0], [0.0, 0.0, 0.0], [0.0, 0.0, 0.0], [0.0, 0.0, 0.0], [0.0, 0.0, 0.0], [0.0, 0.0, 0.0], [0.0, 0.0, 0.0], [0.0, 0.0, 0.0], [0.0, 0.0, 0.0], [0.0, 0.0, 0.0], [0.0, 0.0, 0.0], [0.0, 0.0, 0.0], [0.0, 0.0, 0.0], [0.0, 0.0, 0.0], [0.0, -0.1, 0.0], [-0.1, 0.1, 0.0], [0.2, -0.2, 0.0], [0.0, 0.0, 0.0], [0.0, -0.1, -0.1], [0.0, -0.1, -0.1], [0.0, 0.0, -0.1], [0.1, -0.1, 0.0], [-0.1, 0.0, 0.0], [-0.1, 0.0, 0.0], [0.1, 0.1, -0.1], [0.0, -0.1, 0.0], [0.1, 0.0, 0.0], [0.0, 0.0, 0.0], [0.0, 0.0, 0.0], [0.0, 0.0, 0.0], [0.0, 0.0, 0.0], [0.0, 0.0, 0.0], [0.0, 0.0, 0.0], [0.0, 0.0, 0.0], [0.0, -0.1, 0.0], [0.1, 0.0, -0.1], [-0.1, 0.0, 0.0], [0.0, 0.2, 0.0], [0.1, -0.1, 0.1]]
}


Short version: DFT total energy = -7052.1139 -372.8008 -434.6224 -2469.4499 Eh, in the order given.
Short version: strongest force on any atom = 0.1132 0.0383 0.1305 0.0145 Eh/bohr, in the order given.
Short version: M = 1201.4 100.1 113.1 816.9 Da, in the order given.